7
Properties=species:S:1:pos:R:3:forces:R:3 method="wB97M-V/def2-TZVPD" smiles="N#CSS(=O)(=O)F" de_lowest_kcal_mol=14.9
N -2.1975 -0.3263 0.1104 1.515 1.727 -0.516
C -1.3909 0.5169 -0.0057 -3.711 -2.174 0.599
S -0.2478 1.6948 0.0303 2.199 -0.521 -0.290
S 1.0456 -0.1394 -0.0309 2.865 1.692 -1.124
O 0.6861 -0.8930 1.0940 0.368 -0.305 0.867
O 1.0883 -0.6907 -1.3446 0.018 0.666 0.776
F 2.6215 0.5446 0.2229 -3.255 -1.085 -0.311

=====

73
Properties=species:S:1:pos:R:3:forces:R:3 method="wB97M-V/def2-TZVPD" energy_ha=-2344.36846 smiles="C=Cc1c(N(C(C)=O)C(C)=O)cc2c(c1COCCOCCOCC)Nc1cc(C[C@@H](O)C(F)(F)F)ccc1S2"
C 3.2278 3.1049 -1.7503 -1.921 -0.674 -0.036
C 1.9422 2.5053 -2.2274 1.169 0.245 0.810
C 1.1727 1.2323 -1.5378 -0.134 -2.559 -0.013
C 0.9744 -0.1747 -2.3538 -2.451 -0.289 4.555
N 1.4173 -0.4798 -3.7647 0.836 2.356 0.517
C 0.7937 0.4316 -4.7965 0.684 3.868 -3.539
C -0.8509 0.2373 -5.0328 0.299 -1.422 0.842
O 1.4259 1.3314 -5.5561 -3.078 -5.840 4.791
C 2.9140 -0.6110 -3.9096 5.465 2.460 0.946
C 3.4700 -1.8584 -4.8618 0.515 1.202 -0.601
O 3.8479 0.1847 -3.3842 -6.369 -4.711 -2.675
C 0.1516 -1.4000 -1.5683 0.276 3.598 2.026
C -0.4302 -1.1776 -0.0474 1.201 2.886 -0.871
C -0.2478 0.2378 0.8254 1.692 -0.296 -4.396
C 0.5988 1.4333 0.0203 -0.519 -2.147 -1.009
C 0.8360 2.8480 0.8714 -1.322 -0.916 -0.517
O 1.4993 2.5225 2.1470 0.658 -0.168 -2.230
C 2.8644 2.0105 1.9507 1.993 -0.234 1.011
C 3.0571 0.4122 2.2990 -0.380 -1.237 0.002
O 4.4974 0.0526 2.5196 -1.086 -0.370 -2.092
C 4.9849 -0.8237 1.4403 1.123 -1.208 -0.539
C 4.5339 -2.4216 1.6363 0.769 -0.149 0.363
O 4.2090 -3.0279 0.3151 -1.341 -0.589 1.908
C 3.3986 -4.2460 0.4679 -0.789 -1.526 0.085
C 2.3984 -4.5514 -0.8255 -0.330 -0.218 0.176
N -0.8170 0.3805 2.2190 -2.205 -0.569 -2.845
C -2.2932 -0.0171 2.2815 -3.465 -0.244 0.473
C -3.3352 1.0597 2.9735 -1.379 -4.319 -1.905
C -4.9371 0.6152 3.0145 2.826 -1.959 -0.678
C -5.9620 1.7459 3.6698 0.825 -0.105 -1.547
C -6.5057 2.6512 2.3779 -0.003 0.265 -0.634
O -5.4067 2.9779 1.4164 -2.108 -0.202 0.256
C -7.6445 1.8493 1.4782 -0.766 0.747 -0.949
F -8.6235 1.0858 2.2853 3.207 2.101 -2.979
F -8.4162 2.9224 0.7651 2.026 -3.522 1.826
F -6.9878 1.0209 0.3996 -2.802 2.445 3.756
C -5.4481 -0.8622 2.4329 3.475 1.350 0.074
C -4.3953 -1.9572 1.7332 1.458 4.403 1.609
C -2.8203 -1.4839 1.6738 -1.900 2.608 1.230
S -1.4292 -2.5226 0.8732 -0.475 2.605 -0.216
H 4.2931 2.6350 -1.8678 -2.430 0.005 1.528
H 3.1353 4.1190 -1.1419 0.567 -1.215 -2.828
H 1.4614 3.0223 -3.1892 0.046 -0.503 2.993
H -1.0928 -0.9115 -4.8193 0.569 2.492 -0.398
H -1.4899 0.8417 -4.2386 1.550 -1.055 -1.810
H -1.1746 0.4452 -6.1460 1.014 -0.032 2.431
H 4.5012 -1.4628 -5.3117 -2.320 -0.805 1.136
H 3.7301 -2.8193 -4.2451 -0.887 1.907 -1.047
H 2.7655 -2.0702 -5.7911 1.255 0.309 2.260
H -0.0405 -2.4360 -2.0781 0.435 2.267 1.055
H 1.3652 3.6822 0.2444 -0.742 -1.892 1.201
H -0.2450 3.2784 1.1387 2.356 -1.021 -0.367
H 3.5507 2.5967 2.7314 -1.484 -1.271 -1.690
H 3.3175 2.1995 0.8875 -1.182 -0.230 1.817
H 2.7102 -0.2933 1.4046 0.234 1.739 1.923
H 2.5120 0.0776 3.3054 0.905 1.045 -2.295
H 4.6648 -0.4839 0.3621 0.365 -0.533 2.112
H 6.1785 -0.8348 1.4575 -2.691 0.371 0.177
H 5.4475 -3.0672 2.0543 -1.917 1.566 -0.608
H 3.6481 -2.4946 2.4125 1.554 0.151 -1.707
H 2.7164 -4.2116 1.4448 1.477 0.268 -2.051
H 4.0473 -5.2399 0.5920 -0.914 2.324 -0.173
H 1.2959 -4.6587 -0.4003 2.264 0.355 -1.029
H 2.6479 -5.5834 -1.3582 -0.340 2.254 1.227
H 2.4219 -3.7129 -1.6438 0.025 -1.473 1.757
H -0.7986 1.3620 2.5726 0.544 -1.029 -0.636
H -2.9454 2.0986 3.4149 -1.024 -2.581 -1.141
H -5.3624 2.5253 4.3465 -1.269 -2.022 -1.436
H -6.8518 1.2431 4.2711 1.896 1.237 -1.453
H -6.9083 3.7100 2.7444 0.213 -2.620 -0.720
H -5.8050 3.2851 0.5345 0.580 -0.660 2.041
H -6.6037 -1.0726 2.5439 2.703 0.283 -0.372
H -4.7576 -3.0068 1.2974 0.974 2.707 1.113

=====

119
Properties=species:S:1:pos:R:3:forces:R:3 method="wB97M-V/def2-TZVPD" de_lowest_kcal_mol=0.7 multiplicity=6
Mn 1.1750 -0.1740 -1.4159 0.142 0.323 -0.026
C -3.4889 -3.5571 -1.4765 0.052 0.026 0.008
C -3.3097 -2.1478 -0.8970 -0.049 -0.020 -0.099
C -4.2722 -1.9518 0.2772 0.066 -0.053 0.046
C -3.4954 -1.0921 -1.9790 -0.044 0.012 0.052
C -4.7913 -0.8527 -2.4083 0.032 0.014 -0.034
C -5.0532 0.0749 -3.4020 0.010 0.012 -0.014
C -3.9947 0.7456 -3.9712 -0.027 0.018 0.022
C -2.6664 0.5356 -3.5840 -0.047 0.109 -0.079
C -1.6737 1.3422 -4.4241 0.101 0.041 0.027
C -0.1971 1.0181 -4.2730 -0.194 -0.033 -0.105
C -1.9139 2.8713 -4.3266 -0.024 -0.063 0.034
C -2.4056 -0.3920 -2.5661 0.176 -0.009 0.202
N -1.1159 -0.6754 -1.9959 -0.009 0.109 0.071
C -0.6298 -1.8743 -2.3760 -0.164 0.262 0.206
O -0.9296 -2.5113 -3.3788 0.004 -0.253 -0.127
C 0.3089 -2.5196 -1.3533 -0.439 -0.222 0.263
C 0.7541 -3.8095 -1.5691 0.064 0.000 -0.039
C 1.3943 -4.4567 -0.5267 0.059 -0.034 -0.026
C 1.5272 -3.8160 0.6924 0.034 0.046 0.135
C 1.0647 -2.5147 0.8381 -0.210 0.144 -0.183
N 0.4788 -1.8695 -0.1830 0.225 -0.370 -0.080
C 1.1331 -1.8632 2.2208 0.130 -0.241 -0.118
O 1.5401 -2.6035 3.1353 -0.014 0.056 0.051
N 0.7583 -0.6032 2.2787 -0.103 0.403 -0.012
C 0.6035 -0.0343 3.5642 0.147 0.027 0.010
C 1.5628 0.8337 4.1360 0.069 0.001 0.098
C 1.2550 1.5078 5.3154 0.017 0.038 -0.057
C 0.0388 1.3549 5.9543 -0.034 -0.011 0.032
C -0.8845 0.4776 5.4156 0.014 0.017 -0.003
C -0.6228 -0.2200 4.2400 -0.041 -0.022 0.014
C -1.6608 -1.2023 3.7284 -0.036 -0.002 0.034
C -3.0970 -0.7104 3.9347 0.089 -0.060 -0.097
C -1.4764 -2.5694 4.3970 0.070 -0.038 -0.052
C 2.9620 1.0705 3.5795 -0.079 -0.121 -0.083
C 3.8233 -0.1895 3.7123 0.034 0.076 0.153
C 2.9777 1.6508 2.1621 0.011 0.017 0.110
H -3.2741 -4.3122 -0.7167 -0.022 -0.008 0.000
H -4.5188 -3.6947 -1.8137 -0.011 -0.012 -0.002
H -2.8284 -3.7183 -2.3268 0.019 0.006 -0.003
H -2.2962 -2.0844 -0.5033 0.080 0.081 0.013
H -5.2913 -2.2336 0.0091 -0.022 0.041 0.016
H -3.9704 -2.5856 1.1137 -0.021 0.012 0.030
H -4.3045 -0.9125 0.6178 -0.002 0.020 0.032
H -5.6102 -1.4135 -1.9755 -0.004 0.014 0.039
H -6.0661 0.2589 -3.7362 -0.003 -0.016 -0.014
H -4.1864 1.4502 -4.7724 -0.006 0.024 -0.013
H -1.9215 1.0521 -5.4493 -0.012 0.018 -0.002
H 0.1951 1.2432 -3.2782 -0.072 0.095 -0.020
H -0.0175 -0.0319 -4.4812 -0.115 0.223 0.110
H 0.3812 1.6088 -4.9870 0.023 -0.020 -0.032
H -1.0348 3.3760 -3.9194 -0.003 0.008 0.049
H -2.1047 3.3042 -5.3088 0.045 0.021 -0.005
H -2.7689 3.1137 -3.6958 -0.016 0.005 -0.009
H 0.5694 -4.2707 -2.5284 -0.003 0.019 -0.003
H 1.7653 -5.4654 -0.6567 -0.004 -0.007 0.011
H 1.9723 -4.2863 1.5573 -0.018 -0.015 -0.006
H 1.9971 2.1756 5.7387 0.017 -0.004 0.011
H -0.1787 1.8956 6.8662 0.003 -0.006 0.011
H -1.8255 0.3279 5.9277 -0.034 -0.005 0.008
H -1.4851 -1.3453 2.6577 0.009 0.025 -0.031
H -3.3720 -0.7253 4.9893 -0.029 0.045 0.011
H -3.2386 0.3118 3.5714 -0.023 0.066 0.004
H -3.8023 -1.3592 3.4168 -0.041 -0.063 -0.059
H -1.6715 -2.4891 5.4687 -0.029 0.001 0.027
H -2.1688 -3.3017 3.9742 -0.024 0.003 0.022
H -0.4572 -2.9304 4.2591 -0.040 0.015 0.010
H 3.4152 1.8280 4.2254 0.012 -0.006 -0.006
H 3.3288 -1.0688 3.3025 0.023 -0.025 0.059
H 4.7870 -0.0461 3.2174 -0.137 0.088 0.208
H 4.0118 -0.3982 4.7665 -0.048 -0.020 0.013
H 2.3620 1.0477 1.4981 0.107 0.036 0.116
H 2.6046 2.6789 2.1633 0.044 0.010 -0.036
H 3.9957 1.6754 1.7681 -0.006 0.024 -0.003
N -0.1663 2.5299 2.3540 -0.162 -0.004 -0.013
C -0.8926 3.6134 1.7057 0.014 0.110 0.006
C -2.2771 3.1035 1.3132 0.048 -0.058 0.063
C -2.2400 2.0479 0.2140 -0.020 0.417 -0.251
N -1.7455 0.7215 0.7001 0.052 -0.761 -0.811
C -1.4284 2.5548 -0.9851 0.146 -0.256 0.251
C -0.0276 3.0719 -0.6706 0.186 0.046 0.076
N 0.9770 1.9743 -0.4611 -0.516 -0.093 0.118
C -0.1084 4.0885 0.4828 0.123 -0.025 -0.077
H -0.6570 2.1962 3.1814 0.039 -0.011 0.009
H 0.7393 2.8367 2.6894 -0.056 -0.044 -0.037
H -0.8979 0.7777 1.2954 0.261 -0.084 -0.208
H -1.0277 4.4753 2.3735 -0.030 0.006 -0.045
H -2.8650 3.9416 0.9320 -0.057 -0.036 0.025
H -2.7929 2.7242 2.2004 -0.043 0.001 0.018
H -3.2580 1.8590 -0.1334 0.039 -0.058 -0.046
H -1.5678 0.0879 -0.1493 0.275 0.328 0.646
H -2.4528 0.2587 1.2703 -0.051 -0.036 0.049
H -1.9984 3.3810 -1.4150 -0.015 -0.023 0.020
H -1.3636 1.7832 -1.7400 -0.081 -0.160 -0.191
H 0.3190 3.6161 -1.5526 -0.049 -0.094 -0.038
H 0.9484 1.7156 0.5297 0.014 0.004 -0.111
H 1.9080 2.3527 -0.6155 -0.018 0.039 0.078
H -0.5977 4.9869 0.0962 0.026 0.018 -0.026
H 0.8982 4.3884 0.7898 0.001 0.009 -0.001
F 2.4561 -1.5697 -6.7031 -0.013 0.026 -0.029
C 2.8423 -1.0712 -5.5113 -0.004 0.015 0.069
C 1.9795 -1.1334 -4.4362 0.108 -0.150 -0.022
C 2.3708 -0.6725 -3.1788 -0.005 0.081 0.064
C 3.7088 -0.2387 -3.0317 -0.041 -0.028 -0.008
C 4.4927 -0.0789 -4.1743 -0.015 -0.017 0.001
F 5.7206 0.4983 -4.1012 0.028 -0.023 0.010
C 4.0895 -0.4841 -5.4270 0.003 0.027 0.001
C 4.2764 -0.2519 -1.6572 -0.003 -0.029 -0.034
C 5.6480 -0.2913 -1.3946 0.020 0.055 0.034
C 6.0968 -0.6270 -0.1305 -0.064 -0.010 -0.014
C 5.1771 -0.9263 0.8595 0.106 -0.084 -0.123
C 3.8378 -0.7953 0.5481 0.012 -0.031 -0.002
N 3.3917 -0.4430 -0.6569 -0.064 0.085 -0.012
H 1.0065 -1.5849 -4.5966 0.063 -0.017 0.000
H 4.7303 -0.3671 -6.2883 0.013 -0.014 0.002
H 6.3570 -0.1020 -2.1815 -0.008 -0.008 -0.028
H 7.1597 -0.6791 0.0673 0.011 -0.017 -0.005
H 5.4752 -1.2400 1.8491 0.023 -0.057 -0.153
H 3.0871 -0.9764 1.3045 0.035 0.066 -0.141

=====

11
Properties=species:S:1:pos:R:3:forces:R:3 method="wB97M-V/def2-TZVPD" de_lowest_kcal_mol=94.9
O -1.3809 -1.7931 0.0315 -0.995 -0.300 -0.543
N -1.8040 -0.5876 -0.0763 2.716 1.500 0.823
C -0.9730 0.4682 0.0074 -2.855 -1.588 0.360
C 0.3947 0.3046 0.0697 1.416 0.275 -0.623
C 0.9967 -0.9024 -0.0561 0.969 -0.380 2.094
O 2.3804 -1.0039 -0.0303 -1.355 2.719 -0.535
H -2.7795 -0.4587 -0.1736 -1.281 0.312 -0.055
H -1.3985 1.4295 0.2254 -0.469 0.202 -0.522
H 0.9491 1.2419 0.1304 0.227 -0.211 -0.110
H 0.3117 -1.7326 0.2301 1.399 -0.023 -1.016
H 2.6177 -0.0070 -0.0941 0.228 -2.505 0.125

=====

15
Properties=species:S:1:pos:R:3:forces:R:3 method="wB97M-V/def2-TZVPD" de_lowest_kcal_mol=100.7
C 2.0674 -0.5397 0.2873 0.139 0.015 0.061
N 0.8589 0.2511 0.1047 -0.415 -0.238 -0.167
C -0.7033 2.4004 0.7384 0.068 -0.381 -0.292
C -1.5879 1.5505 0.0638 0.180 -0.002 0.213
C -1.4802 0.2678 -0.3359 -0.127 0.147 -0.026
C -0.1995 -0.4175 -0.2056 0.010 0.254 0.053
N -0.2480 -1.7798 -0.4591 0.036 -0.060 0.127
H 2.3552 -1.0539 -0.6451 -0.072 0.142 0.124
H 2.9039 0.0981 0.5779 -0.169 0.007 -0.034
H 1.9653 -1.3167 1.0657 -0.037 0.189 -0.081
H -0.4544 3.2743 0.1060 0.242 -0.247 0.120
H -2.5375 2.0962 -0.0362 -0.016 -0.108 -0.095
H -2.3239 -0.2558 -0.7697 0.057 0.050 0.072
H 0.5149 -2.3524 -0.1337 -0.023 0.126 -0.033
H -1.1500 -2.2201 -0.3548 0.127 0.105 -0.044

=====

21
Properties=species:S:1:pos:R:3:forces:R:3 method="wB97M-V/def2-TZVPD" de_lowest_kcal_mol=0.5 multiplicity=3
C 1.8677 1.5592 -0.6463 0.119 -0.844 0.363
C -0.2132 -2.7729 0.3358 -0.067 -5.693 -0.950
C 1.8601 -0.6735 0.2205 1.188 -2.283 0.159
C -1.5427 1.3335 -0.3224 -0.073 1.815 -0.551
C 0.3306 -0.5408 0.1407 0.994 0.835 -1.551
C -0.1334 0.9367 0.3567 -2.815 -2.017 -1.512
N -0.3195 -1.5934 0.7680 -0.037 4.643 -1.437
N 0.6988 1.8598 -0.2772 2.539 1.189 -0.622
O 2.5332 0.3490 -0.4105 -0.255 0.344 0.449
O 2.4369 -1.6794 0.6109 -1.062 2.933 -0.741
O -2.7073 0.6304 0.1368 2.004 0.011 2.231
O 0.3891 -0.7728 -1.4953 -1.177 0.181 2.027
O -0.2780 1.1003 1.7252 -0.179 0.274 0.915
H 2.5756 2.2018 -1.2005 -0.782 -0.159 0.396
H -0.5738 -3.6318 0.8767 -0.012 -0.097 0.368
H 0.2889 -3.0599 -0.6221 -0.334 0.781 0.757
H -1.6229 1.4336 -1.4896 0.660 -0.675 2.315
H -1.4858 2.4510 0.0433 -0.741 -1.724 -0.642
H -2.4699 0.4187 1.1115 -1.047 0.120 -2.304
H -0.4972 -1.0607 -1.7965 0.381 0.240 0.439
H -1.1371 1.5110 1.9343 0.697 0.126 -0.109